# CH4BrP

A cluster of 2 separate species, CH4BrP in total (the ωB97M-V functional and the def2-TZVPD basis, the OMol25 dataset).

Structure (XYZ):
```
7
Properties=species:S:1:pos:R:3:lowdin_charge:R:1
C 0.1582 0.3916 0.3718 -0.17
P -1.6717 -1.3117 0.1311 0.28
Br -3.1058 0.3095 0.0069 0.10
H -0.0454 0.7863 1.3945 -0.01
H -0.1934 0.9410 -0.5532 -0.01
H 1.2018 0.0830 0.4049 -0.02
H -1.3619 -1.6487 -1.2688 -0.16
```

Properties
Total charge: 0

---

# C46H34BrIN7PY

A structure of composition C46H34BrIN7PY (the ωB97M-V functional and the def2-TZVPD basis, the OMol25 dataset).

Structure (XYZ):
```
91
Properties=species:S:1:pos:R:3:lowdin_charge:R:1
Y -0.1859 -0.2430 0.1697 1.16
C -0.1621 4.5182 1.1506 -0.05
C 0.2073 3.3395 0.4967 -0.14
N 0.2100 2.1655 1.1232 0.02
C -0.1141 2.1721 2.4348 -0.19
C -0.6398 3.3353 3.0189 -0.03
N -0.6498 4.4807 2.3738 0.14
C 0.2752 0.9774 3.1983 -0.19
C 0.5164 1.0737 4.5634 0.08
C 1.0953 0.0025 5.2426 -0.10
C 1.4337 -1.1254 4.4915 0.09
C 1.1767 -1.1567 3.1250 -0.18
N 0.5661 -0.1335 2.4979 0.03
C 1.6241 -2.2811 2.2826 -0.17
C 2.5347 -3.2545 2.7290 -0.02
N 2.8725 -4.2794 1.9804 0.13
C 2.3882 -4.3549 0.7574 -0.05
C 1.5770 -3.3399 0.2522 -0.10
N 1.1711 -2.3252 1.0136 0.03
C 1.4069 0.0908 6.6756 -0.18
C 1.8888 1.2808 7.2245 0.01
C 2.2105 1.3049 8.5755 -0.10
N 2.0507 0.2494 9.3354 0.09
C 1.6016 -0.8843 8.8530 -0.10
C 1.2680 -1.0175 7.5112 0.00
H -0.0956 5.4854 0.6740 0.13
H 0.5254 3.3528 -0.5351 0.08
H -1.0802 3.3548 4.0066 0.13
H 0.2808 1.9827 5.0892 0.13
H 1.9162 -1.9540 4.9780 0.12
H 3.0305 -3.2102 3.6873 0.13
H 2.6596 -5.2211 0.1682 0.13
H 1.2313 -3.3651 -0.7755 0.09
H 2.0541 2.1532 6.6155 0.11
H 2.6068 2.1936 9.0461 0.12
H 1.5119 -1.7097 9.5440 0.12
H 0.8878 -1.9525 7.1361 0.11
C -6.1638 -0.6995 1.4444 -0.01
C -5.1020 0.0226 0.6958 -0.22
C -5.4042 0.8897 -0.3557 0.03
C -4.3759 1.4715 -1.0794 -0.06
C -3.0819 1.1555 -0.7208 -0.66
Br -1.6092 1.8729 -1.7144 0.90
N -2.7419 0.3545 0.2937 -0.06
C -3.7543 -0.1848 0.9878 -0.09
H -7.1522 -0.3448 1.1704 0.10
H -6.0454 -0.5919 2.5201 0.10
H -6.1016 -1.7624 1.2112 0.10
H -6.4311 1.1081 -0.6103 0.14
H -4.5712 2.1331 -1.9076 0.13
H -3.4761 -0.8253 1.8198 0.13
I 2.0129 0.0379 -1.9730 0.98
C 2.0082 -1.2493 -3.7845 -0.46
C 3.1571 -1.0574 -4.5071 -0.14
C 3.3517 -1.7364 -5.7142 -0.03
C 2.3770 -2.5748 -6.1682 0.01
C 1.1887 -2.7804 -5.4373 -0.13
C 0.2163 -3.6393 -5.9923 0.02
C -0.9701 -3.8702 -5.3561 -0.02
C -1.1958 -3.2536 -4.1319 -0.11
C -0.2689 -2.4201 -3.5203 -0.30
P -1.0306 -1.8839 -1.9229 0.97
C -2.6117 -1.2816 -2.6418 -0.41
C -3.8669 -1.7131 -2.2324 -0.08
C -5.0009 -1.2219 -2.8589 -0.06
C -4.8913 -0.2938 -3.8816 -0.05
C -3.6377 0.1344 -4.2949 -0.05
C -2.5013 -0.3718 -3.6943 -0.17
C -1.4664 -3.4603 -1.0946 -0.39
C -2.1925 -3.3556 0.0922 -0.14
C -2.6449 -4.4885 0.7445 -0.05
C -2.3183 -5.7447 0.2548 -0.03
C -1.5118 -5.8524 -0.8664 -0.03
C -1.0911 -4.7223 -1.5458 -0.08
C 0.9639 -2.1190 -4.1687 -0.18
H 3.9222 -0.3773 -4.1650 0.10
H 4.2586 -1.5772 -6.2728 0.13
H 2.4921 -3.0841 -7.1128 0.13
H 0.4205 -4.1071 -6.9429 0.13
H -1.7274 -4.5126 -5.7758 0.13
H -2.1437 -3.4401 -3.6433 0.11
H -3.9534 -2.4560 -1.4532 0.10
H -5.9684 -1.5885 -2.5554 0.12
H -5.7780 0.0869 -4.3634 0.12
H -3.5425 0.8474 -5.0983 0.12
H -1.5215 -0.0691 -4.0446 0.10
H -2.4332 -2.3723 0.4948 0.06
H -3.2478 -4.3978 1.6366 0.12
H -2.6836 -6.6302 0.7486 0.12
H -1.2102 -6.8200 -1.2291 0.12
H -0.4807 -4.8278 -2.4290 0.11
```

Properties
Total charge: +3

---

# C32H36N2PdSe

A structure of composition C32H36N2PdSe (the ωB97M-V functional and the def2-TZVPD basis, the OMol25 dataset).

Structure (XYZ):
```
72
Properties=species:S:1:pos:R:3:lowdin_charge:R:1
Pd 2.2352 0.9018 0.4972 0.28
C -1.5990 1.8291 1.2206 -0.04
C -1.0078 0.7235 2.0618 -0.19
C -1.4850 -0.5804 1.8632 -0.18
C -2.6346 -0.7916 0.9078 -0.04
C -0.8906 -1.6551 2.5261 -0.18
C -1.4436 -3.0520 2.3424 -0.05
C 0.2121 -1.4300 3.3596 -0.19
C 1.0191 -2.5888 3.9032 -0.06
C 0.6034 -0.1236 3.6576 -0.20
C 1.7205 0.1534 4.6281 -0.08
C -0.0111 0.9619 3.0144 -0.21
C 0.4615 2.3474 3.3791 -0.07
H -1.6301 1.5325 0.1711 0.06
H -1.0108 2.7402 1.2658 0.06
H -2.6267 2.0668 1.5185 0.08
H -3.5530 -0.3241 1.2811 0.09
H -2.8394 -1.8426 0.7206 0.06
H -2.4182 -0.3387 -0.0590 0.05
H -1.1677 -3.4811 1.3746 0.07
H -2.5336 -3.0454 2.3881 0.07
H -1.0993 -3.7272 3.1234 0.06
H 0.7508 -2.8492 4.9339 0.08
H 2.0797 -2.3416 3.8891 0.08
H 0.8962 -3.4807 3.2917 0.06
H 2.6104 0.4888 4.0746 -0.01
H 1.9809 -0.7204 5.2227 0.06
H 1.4457 0.9511 5.3217 0.07
H 0.3308 2.5232 4.4518 0.07
H -0.0800 3.1298 2.8553 0.05
H 1.5275 2.4520 3.1480 0.02
C 2.3390 3.6555 -1.0632 -0.09
N 2.9600 2.5805 -1.8091 -0.12
C 4.3235 2.6480 -2.1119 -0.11
C 4.8123 1.4094 -2.2057 -0.11
N 3.7858 0.4927 -1.9730 -0.12
C 4.0872 -0.8167 -1.4362 -0.09
C 2.6945 1.2301 -1.4119 -0.48
Se 4.0860 1.4274 1.8984 -0.46
H 2.5385 4.5988 -1.5788 0.07
H 2.7179 3.6850 -0.0338 0.04
H 1.2611 3.4932 -1.0333 0.07
H 4.8141 3.5946 -2.2609 0.10
H 5.8076 1.0800 -2.4507 0.10
H 4.8674 -1.2740 -2.0505 0.07
H 3.1924 -1.4386 -1.4891 0.07
H 4.4078 -0.7439 -0.3893 0.03
C 1.3430 0.7152 -1.5068 -0.07
C 0.2519 0.2572 -1.8429 -0.03
C -0.9865 -0.2510 -2.2110 -0.21
C -1.1515 -1.6976 -2.1642 -0.19
C -0.3064 -2.4790 -1.3467 -0.04
C -0.4119 -3.8561 -1.2976 -0.12
C -1.3683 -4.5321 -2.0517 -0.14
C -2.2048 -3.7841 -2.8703 -0.13
C -2.0989 -2.4030 -2.9312 -0.06
C -2.0282 0.6917 -2.5789 -0.20
C -1.7027 2.0270 -2.9101 -0.05
C -2.6720 2.9646 -3.2094 -0.12
C -4.0243 2.6307 -3.2026 -0.15
C -4.3714 1.3278 -2.8683 -0.13
C -3.4055 0.3824 -2.5624 -0.07
H 0.4318 -1.9714 -0.7349 0.10
H 0.2574 -4.4116 -0.6489 0.09
H -1.4546 -5.6111 -2.0043 0.08
H -2.9469 -4.2835 -3.4856 0.08
H -2.7414 -1.8588 -3.6110 0.09
H -0.6577 2.3125 -2.9169 0.10
H -2.3665 3.9768 -3.4533 0.09
H -4.7828 3.3677 -3.4379 0.07
H -5.4177 1.0416 -2.8260 0.09
H -3.7231 -0.6071 -2.2621 0.09
```

Properties
Total charge: -2

---

# C49H156F6N8O25P

A cluster of 26 separate species, C49H156F6N8O25P in total (the ωB97M-V functional and the def2-TZVPD basis, the OMol25 dataset).

Structure (XYZ):
```
245
Properties=species:S:1:pos:R:3:lowdin_charge:R:1
P 16.8559 18.3174 12.9294 0.36
F 15.2721 17.9017 12.8591 -0.15
F 16.9409 17.2594 14.1643 -0.15
F 17.2498 17.0800 11.8490 -0.19
F 18.4716 18.6957 12.8942 -0.16
F 16.6600 19.2758 11.6192 -0.16
F 16.5031 19.5934 13.9242 -0.14
C 19.0902 18.1757 9.0752 -0.03
C 20.2446 17.3095 9.6261 -0.39
C 21.4214 18.0619 10.2623 -0.22
O 22.1946 18.6087 9.2512 -0.16
C 23.1317 19.5677 9.8158 -0.08
N 19.6587 16.4799 10.5995 0.04
H 18.5296 18.6881 9.8570 0.06
H 18.4373 17.5405 8.4765 0.07
H 19.4024 18.9175 8.3401 0.07
H 20.4942 16.5586 8.8764 0.14
H 22.1397 17.4031 10.7504 0.10
H 21.0282 18.6813 11.0683 0.12
H 24.1332 19.1398 9.8606 0.08
H 22.8693 19.9926 10.7847 0.07
H 23.3241 20.3124 9.0435 0.08
H 18.9246 16.8775 11.1680 0.05
H 20.2909 16.1846 11.3297 0.05
C 9.7047 11.9494 17.8701 -0.06
C 10.3093 11.4824 16.5314 -0.40
C 10.8363 12.6169 15.6091 -0.18
O 11.5442 12.0850 14.4846 -0.21
C 12.1402 13.0749 13.6524 -0.09
N 11.3970 10.5281 16.7828 0.04
H 8.8372 12.5557 17.6093 0.07
H 10.3123 12.5381 18.5573 0.06
H 9.3636 11.0714 18.4186 0.07
H 9.5623 10.9048 15.9870 0.13
H 11.5596 13.2724 16.0941 0.11
H 10.0025 13.2127 15.2376 0.12
H 12.5847 13.9139 14.1877 0.07
H 11.4365 13.3970 12.8848 0.09
H 12.9674 12.6020 13.1231 0.08
H 11.8242 10.2775 15.9025 0.06
H 12.1416 10.9376 17.3287 0.02
C 20.6185 16.7864 15.8480 -0.04
C 20.1114 16.3956 17.2675 -0.42
C 18.9481 15.4173 17.2642 -0.17
O 18.2868 15.1916 18.5630 -0.16
C 17.2616 14.2928 18.4285 -0.17
N 21.2668 15.8272 17.9562 0.04
H 21.4542 17.4768 15.9616 0.07
H 19.8230 17.2492 15.2639 0.06
H 21.0172 15.9398 15.2890 0.06
H 19.8166 17.3352 17.7346 0.13
H 19.2687 14.4675 16.8363 0.12
H 18.2056 15.6448 16.4993 0.10
H 16.6745 14.1789 19.3398 0.09
H 17.6124 13.2929 18.1733 0.09
H 16.5369 14.5856 17.6688 0.06
H 20.8652 15.6795 18.8711 0.06
H 21.3665 14.8898 17.5935 0.07
C 15.1205 10.4090 16.0497 -0.05
C 14.7858 11.8993 16.1929 -0.38
C 14.6875 12.2143 17.6945 -0.17
O 13.5180 11.6067 18.2861 -0.26
C 13.3480 11.9103 19.6968 -0.06
N 15.9007 12.5711 15.4925 0.08
H 16.1373 10.1967 16.3801 0.08
H 15.0842 10.0733 15.0133 0.08
H 14.4618 9.7909 16.6597 0.08
H 13.8047 12.0174 15.7329 0.12
H 14.6390 13.3014 17.7576 0.11
H 15.5282 11.7408 18.2015 0.13
H 13.1037 12.9675 19.8008 0.09
H 14.2557 11.5619 20.1895 0.09
H 12.4944 11.3447 20.0706 0.09
H 15.7134 12.3470 14.5257 0.05
H 15.7905 13.5730 15.4283 0.05
C 11.2280 23.4343 9.8160 -0.06
C 12.4360 24.3769 9.7763 -0.41
C 12.7149 25.2789 10.9867 -0.19
O 11.5836 26.0860 11.3286 -0.17
C 11.7684 26.8240 12.5178 -0.11
N 13.5913 23.5392 9.4378 0.05
H 11.1172 22.8799 8.8841 0.08
H 10.3372 23.9888 10.1113 0.07
H 11.2536 22.7400 10.6559 0.05
H 12.2352 24.9754 8.8877 0.13
H 13.5908 25.8841 10.7529 0.11
H 13.0464 24.6062 11.7777 0.11
H 10.8203 27.2326 12.8674 0.08
H 12.4429 27.6718 12.3983 0.07
H 12.1410 26.1450 13.2848 0.08
H 13.6591 22.8793 10.1994 0.02
H 13.4324 22.9780 8.6133 0.06
C 15.4821 28.4646 11.7189 -0.09
C 16.3360 27.5433 12.5531 -0.40
C 15.5538 26.5134 13.3610 -0.17
O 16.5170 25.6170 13.9858 -0.19
C 15.9795 25.0033 15.1541 -0.12
N 17.2304 26.8419 11.5900 0.05
H 14.5229 28.6381 12.2066 0.05
H 15.2114 28.0496 10.7480 0.07
H 16.0394 29.3726 11.4887 0.08
H 16.9549 28.1689 13.1963 0.14
H 14.9290 25.9403 12.6760 0.11
H 14.9438 27.1274 14.0236 0.12
H 15.9309 25.7377 15.9581 0.08
H 16.6729 24.2596 15.5468 0.07
H 15.0042 24.5465 14.9862 0.07
H 17.6456 27.5908 11.0544 0.05
H 16.7533 26.2902 10.8913 0.07
C 24.3500 15.7669 14.7138 -0.06
C 24.9015 16.6946 13.6206 -0.42
C 23.8575 17.7378 13.1433 -0.17
O 23.3772 18.5516 14.2315 -0.19
C 22.2824 19.3811 13.8680 -0.10
N 26.1767 17.2113 14.1020 0.03
H 23.5205 15.2248 14.2597 0.06
H 24.0068 16.3218 15.5869 0.08
H 25.1356 15.1089 15.0855 0.07
H 25.0904 16.0972 12.7287 0.12
H 23.0326 17.2541 12.6200 0.09
H 24.3693 18.4052 12.4500 0.11
H 22.5575 19.9701 12.9931 0.07
H 22.0759 20.0589 14.6963 0.09
H 21.3469 18.8523 13.6857 0.08
H 26.5117 16.5570 14.7947 0.05
H 26.0288 18.0072 14.7060 0.07
C 21.5069 23.1678 14.0582 -0.08
C 20.6640 24.3396 13.6057 -0.39
C 20.8545 24.5701 12.1049 -0.19
O 19.9498 25.5631 11.6248 -0.19
C 20.2096 25.9553 10.2542 -0.09
N 19.2540 24.0828 13.9473 0.08
H 21.3291 22.3257 13.3894 0.06
H 21.3094 22.7834 15.0589 0.07
H 22.5500 23.4830 14.0310 0.08
H 21.0177 25.2148 14.1508 0.13
H 20.6972 23.6440 11.5520 0.09
H 21.8518 24.9330 11.8563 0.12
H 20.1496 25.0489 9.6517 0.06
H 21.1806 26.4201 10.0832 0.08
H 19.4169 26.6092 9.8908 0.07
H 19.0064 23.1149 13.7991 0.03
H 19.2165 24.0470 14.9560 0.07
C 12.9209 22.3577 15.9230 -0.18
O 12.5514 22.7534 17.2022 -0.11
H 12.4808 21.3673 15.8064 0.06
H 12.5196 22.9584 15.1068 0.07
H 14.0087 22.2909 15.9360 0.07
H 13.2194 23.2981 17.6249 0.07
C 20.9024 14.2746 12.8452 -0.19
O 21.7350 15.0192 12.0551 -0.14
H 21.4591 13.5711 13.4644 0.09
H 20.1990 14.9681 13.3062 0.08
H 20.2705 13.6561 12.2078 0.07
H 22.5579 14.5542 11.8865 0.10
C 19.3280 21.6895 10.1926 -0.15
O 18.7915 22.8667 9.7171 -0.11
H 20.2986 21.7727 10.6815 0.07
H 18.6645 21.2556 10.9406 0.07
H 19.4917 21.0192 9.3488 0.07
H 18.9239 22.8930 8.7667 0.10
C 18.8518 12.1130 14.2679 -0.21
O 18.6656 11.9902 15.6252 -0.14
H 18.6348 13.1115 13.8885 0.07
H 19.8439 11.8474 13.9030 0.07
H 18.0996 11.4589 13.8268 0.07
H 17.7380 12.2226 15.7099 0.00
C 14.0335 20.6416 12.3530 -0.14
O 13.2361 21.6860 11.7955 -0.14
H 13.7667 19.6589 11.9642 0.07
H 15.0556 20.8821 12.0604 0.05
H 14.0337 20.6172 13.4427 0.07
H 12.3188 21.5058 12.0138 0.07
C 15.3620 14.0164 11.9301 -0.11
O 15.9125 12.8534 12.5632 -0.15
H 15.0726 14.7895 12.6419 0.07
H 16.1367 14.4279 11.2831 0.07
H 14.4944 13.7324 11.3345 0.08
H 16.0931 12.1706 11.9130 0.08
C 14.0091 15.9318 15.7855 -0.13
O 15.3676 15.6444 15.5477 -0.15
H 14.0727 16.8325 16.3961 0.08
H 13.5319 16.1964 14.8420 0.07
H 13.4739 15.1304 16.2948 0.07
H 15.6980 16.3115 14.9416 0.03
C 16.6760 23.1176 12.2795 -0.15
O 17.5497 24.1202 11.8411 -0.14
H 16.5166 23.1650 13.3567 0.07
H 15.7146 23.2344 11.7794 0.07
H 17.0998 22.1243 12.1324 0.05
H 17.8561 23.8032 10.9884 0.03
C 15.8371 16.4716 9.2014 -0.13
O 14.9609 16.8886 10.2373 -0.15
H 16.2685 17.3855 8.7931 0.07
H 16.6652 15.9069 9.6298 0.06
H 15.3647 15.9456 8.3718 0.09
H 15.5218 17.3878 10.8355 0.02
C 18.7780 21.0066 15.3628 -0.13
O 19.0005 21.2885 14.0080 -0.16
H 18.5439 19.9564 15.5372 0.07
H 19.6917 21.4149 15.7946 0.08
H 17.8953 21.5309 15.7288 0.07
H 18.5106 20.6185 13.5257 0.03
C 15.7513 20.8574 8.2488 -0.16
O 16.0208 21.8602 7.2862 -0.10
H 16.4900 20.6958 9.0338 0.07
H 14.8288 21.0208 8.8059 0.06
H 15.5801 19.9394 7.6865 0.07
H 16.9751 21.8606 7.1825 0.06
C 17.1135 22.1147 18.6870 -0.20
O 16.1504 21.7794 17.7545 -0.12
H 18.1359 21.8833 18.3882 0.08
H 17.0807 23.1649 18.9772 0.08
H 16.9014 21.5957 19.6218 0.07
H 16.4254 20.9158 17.4382 0.01
C 16.9662 18.2958 17.6113 -0.11
O 16.3291 19.2299 16.7797 -0.14
H 17.6308 17.6990 16.9866 0.06
H 17.5859 18.8711 18.2990 0.09
H 16.2225 17.7055 18.1466 0.09
H 16.3000 18.8615 15.8937 0.05
C 11.9150 16.5693 11.5220 -0.16
O 10.8034 16.1735 12.3259 -0.14
H 11.8939 15.9189 10.6475 0.08
H 11.7808 17.5823 11.1426 0.07
H 12.8242 16.5748 12.1232 0.06
H 10.7831 16.8177 13.0373 0.00
C 12.6889 18.3429 7.6958 -0.17
O 13.0304 17.1067 8.2056 -0.13
H 13.5248 19.0372 7.7810 0.06
H 12.2077 18.1898 6.7298 0.09
H 12.0177 18.8422 8.3945 0.07
H 13.5790 17.1752 8.9904 0.02
C 11.5845 18.5626 14.5915 -0.14
O 10.6161 17.5598 14.5994 -0.12
H 12.4739 18.2407 15.1331 0.07
H 12.0032 18.5947 13.5856 0.07
H 11.2137 19.5001 15.0059 0.08
H 10.3766 17.2063 15.4592 0.10
C 19.8612 13.3763 9.0886 -0.17
O 18.9151 14.4066 8.9392 -0.15
H 19.5522 12.7182 9.9008 0.06
H 19.8088 12.8353 8.1438 0.07
H 20.8596 13.7588 9.3008 0.07
H 19.1965 15.1174 9.5199 -0.01
```

Properties
Total charge: -1

---

| no. | E_HOMO (eV) | orbital gap (eV) |
| --- | --- | --- |
| 1 | -8.9 | 8.9 |
| 2 | -15.3 | 6.4 |
| 3 | 0.1 | 4.6 |
| 4 | -6.1 | 7.8 |